The following is a quantum chemistry calculation of a 11-piece molecular cluster, C36H94O33S10 overall in a non-equilibrium geometry, from the OMol25 dataset.

XYZ file:
```
173
Properties=species:S:1:pos:R:3:forces:R:3:lowdin_charge:R:1
C 9.97957 -5.59695 10.29220 1.1 0.4 0.3 -0.08
C 9.82119 -4.49143 9.28663 0.0 -0.1 -0.6 -0.25
O 10.57713 -4.82738 8.06605 -0.1 1.1 -0.5 -0.29
S 11.00995 -3.67981 6.95234 2.0 -0.1 1.2 0.67
C 11.42908 -4.84053 5.63117 -0.1 0.3 0.2 -0.12
O 9.86567 -2.88564 6.56160 0.9 -0.5 0.6 -0.30
O 12.27982 -3.03745 7.41658 -3.3 -1.4 -1.1 -0.33
H 11.00510 -5.70179 10.64630 0.2 0.2 -0.2 0.08
H 9.71342 -6.59136 9.93387 -0.6 0.3 0.1 0.08
H 9.44178 -5.19614 11.15141 -0.4 -0.8 0.2 0.08
H 8.75023 -4.42304 9.09565 0.1 0.2 -0.7 0.12
H 10.12911 -3.53141 9.70093 0.3 0.0 -0.2 0.12
H 10.54980 -5.36951 5.26355 -0.1 0.1 0.3 0.07
H 12.18157 -5.53653 6.00189 -0.1 0.2 0.0 0.07
H 11.83359 -4.24688 4.81138 0.1 0.1 0.2 0.07
C -5.03103 14.79146 0.92767 1.5 -1.0 0.7 -0.05
C -4.89868 13.33749 1.42866 -3.3 0.7 -1.4 -0.34
O -3.59616 12.92610 1.48087 3.2 -1.4 1.3 -0.26
S -3.24303 11.46228 2.15099 1.0 -0.7 0.6 0.69
C -1.70349 11.00676 1.20238 -0.4 0.7 0.2 -0.10
O -2.73519 11.57942 3.51793 -1.1 0.5 -1.9 -0.31
O -4.36424 10.57090 1.90051 1.2 1.1 0.0 -0.30
H -6.08000 15.05208 0.78677 0.2 0.0 0.0 0.08
H -4.45311 14.78896 0.00350 -0.3 0.5 -0.2 0.08
H -4.50533 15.43325 1.63467 -0.3 0.4 -0.1 0.08
H -5.47810 13.19234 2.34042 0.3 -0.2 0.2 0.13
H -5.34133 12.77625 0.60576 -0.6 -0.5 0.4 0.11
H -1.07139 10.44440 1.88961 -0.5 -0.4 0.0 0.06
H -1.10362 11.89772 1.01676 -0.5 0.3 0.0 0.06
H -1.86766 10.50881 0.24678 -0.4 -0.1 0.3 0.07
C -6.87456 -0.29422 -8.13033 -0.5 0.1 0.4 -0.07
C -5.64767 0.38560 -8.65577 1.0 0.6 0.3 -0.28
O -5.96843 1.50950 -9.49604 -0.1 0.9 -0.2 -0.29
S -4.93063 2.75987 -9.67455 -1.3 -0.5 0.1 0.67
C -6.26165 4.10136 -10.16732 1.7 -0.8 0.6 -0.07
O -4.30280 3.03261 -8.38608 -0.8 0.0 -1.7 -0.31
O -4.16185 2.38088 -10.83102 0.1 1.0 0.6 -0.30
H -6.67461 -0.31225 -7.05898 -0.4 -1.0 0.1 0.08
H -7.04142 -1.24678 -8.63321 0.1 -0.2 0.5 0.08
H -7.82501 0.23476 -8.20044 0.3 0.5 -0.4 0.08
H -5.03652 0.74864 -7.82945 -0.1 0.3 0.1 0.10
H -5.00103 -0.34999 -9.13418 -0.1 0.2 -0.7 0.12
H -5.76837 5.00718 -10.51983 0.5 -0.3 0.0 0.05
H -6.77916 4.39599 -9.25436 -0.3 -0.6 -0.2 0.06
H -6.83605 3.70043 -11.00244 -0.1 -0.2 0.5 0.06
C 0.33162 -2.82806 6.28134 -0.6 1.2 1.4 -0.10
C 0.30286 -3.13975 4.81486 1.0 -0.6 1.4 -0.24
O 1.00187 -4.41071 4.61406 1.2 0.7 -1.3 -0.27
S 2.67304 -4.52682 4.69724 -2.2 -2.9 0.0 0.65
C 3.39678 -3.10445 3.90214 0.2 -0.5 -1.4 -0.12
O 3.01422 -4.44986 6.08099 0.3 0.4 0.1 -0.29
O 2.89273 -5.81600 4.02334 0.0 2.9 0.6 -0.30
H 1.28127 -2.46915 6.67813 0.1 0.1 -0.4 0.07
H 0.01674 -3.56090 7.02423 0.0 -0.8 -0.7 0.09
H -0.42346 -2.05870 6.44271 0.1 0.5 0.0 0.08
H -0.74449 -3.18896 4.51697 0.3 -0.7 -0.5 0.12
H 0.78484 -2.32046 4.28142 0.0 -0.1 -0.3 0.10
H 4.12612 -3.52113 3.20749 0.4 -0.3 0.4 0.07
H 3.89532 -2.43828 4.60627 -0.5 -0.1 0.0 0.08
H 2.74822 -2.64537 3.15601 -0.5 0.3 0.6 0.07
C -3.26519 -8.77200 -9.28918 -0.4 -2.1 0.7 -0.05
C -4.21763 -9.91850 -9.76837 0.0 0.1 0.5 -0.26
O -5.51920 -9.68988 -9.19130 -2.5 0.0 -0.1 -0.29
S -6.80254 -10.77827 -9.35311 1.3 0.9 -1.1 0.63
C -6.94950 -10.76558 -11.21142 -1.1 0.8 1.9 -0.10
O -6.30559 -12.04805 -8.99474 0.7 -1.5 0.5 -0.29
O -7.95232 -10.27774 -8.64634 1.2 0.4 -1.1 -0.27
H -3.23869 -8.89450 -8.20641 -0.3 0.4 0.2 0.07
H -3.49489 -7.73583 -9.53753 0.0 -0.4 -0.4 0.08
H -2.26009 -9.12458 -9.52060 0.1 0.6 -0.7 0.07
H -4.27548 -10.04803 -10.84911 -0.1 0.4 -0.1 0.10
H -3.91641 -10.88257 -9.35855 0.6 0.1 0.0 0.11
H -7.79362 -11.36047 -11.56021 0.1 -0.3 0.4 0.07
H -6.01617 -11.10143 -11.66330 -0.1 0.4 0.2 0.06
H -7.26941 -9.72609 -11.28371 0.6 0.1 -1.0 0.06
C 13.31686 -4.84790 -3.31636 0.0 0.2 1.9 -0.06
C 13.96913 -6.16851 -2.75803 -0.5 2.5 -1.0 -0.27
O 13.06674 -6.76265 -1.79734 1.0 -1.7 -0.1 -0.27
S 13.65600 -8.14078 -1.03473 -1.4 0.8 1.5 0.73
C 13.85971 -9.24566 -2.50741 0.7 1.6 0.9 -0.10
O 14.98875 -7.78712 -0.48676 -2.8 -1.1 -1.1 -0.32
O 12.51184 -8.57148 -0.16295 3.4 1.1 -2.4 -0.32
H 12.69492 -4.92704 -4.20800 0.2 -0.2 0.1 0.07
H 14.03514 -4.03019 -3.37575 0.5 -0.4 -0.8 0.07
H 12.74353 -4.40993 -2.49930 -0.7 -0.3 0.0 0.07
H 14.15013 -6.69307 -3.69621 0.1 -1.1 0.5 0.10
H 14.90535 -5.87171 -2.28526 0.0 -0.4 0.1 0.11
H 12.97560 -9.19279 -3.14274 -0.2 -0.6 0.5 0.08
H 14.28257 -10.19063 -2.16635 -0.5 0.0 -0.1 0.07
H 14.63311 -8.68630 -3.03378 0.2 -0.3 -0.1 0.04
C -5.87538 11.63766 -5.15521 0.8 0.3 -1.2 -0.04
C -5.25658 13.05335 -5.59964 -1.5 -1.1 2.0 -0.27
O -5.51289 13.26852 -6.97341 -0.4 1.7 -1.6 -0.28
S -5.53506 14.86375 -7.52524 -0.3 0.6 -1.3 0.73
C -3.70452 15.01243 -7.83037 -1.0 0.2 -0.1 -0.10
O -6.19594 14.91990 -8.87215 1.8 -0.7 3.9 -0.32
O -5.98959 15.77905 -6.47252 0.7 -1.8 -1.4 -0.31
H -5.06625 10.92589 -4.99149 0.1 0.1 0.2 0.06
H -6.42853 11.19973 -5.98608 0.0 0.3 -0.2 0.07
H -6.56441 11.58215 -4.31245 0.3 0.7 0.1 0.07
H -5.76234 13.83576 -5.03383 0.1 0.1 0.1 0.10
H -4.19850 13.07020 -5.33836 0.1 0.1 -0.4 0.11
H -3.65433 14.57044 -8.82546 0.4 -0.1 0.2 0.06
H -3.08930 14.53285 -7.06905 -0.5 -0.4 -0.1 0.06
H -3.35076 16.04302 -7.85931 -0.6 0.1 -0.1 0.07
C 5.89048 3.62309 8.46411 -1.0 0.0 0.1 -0.05
C 4.79309 4.75369 8.20775 1.5 -0.9 0.5 -0.27
O 3.70418 4.11573 7.59290 -3.0 -0.8 -1.8 -0.30
S 2.37591 4.98139 6.92554 3.1 1.6 2.3 0.70
C 1.30169 5.16975 8.47564 1.6 0.1 -1.7 -0.07
O 3.03956 6.23322 6.52769 -1.9 -1.7 0.4 -0.32
O 1.66814 4.13616 6.02742 0.4 -0.1 0.0 -0.28
H 6.90535 3.89919 8.75032 -0.3 0.8 0.0 0.07
H 6.03572 2.90692 7.65534 -0.4 0.3 -0.4 0.07
H 5.49284 3.04272 9.29668 0.1 -0.2 0.0 0.06
H 4.43100 5.02157 9.20035 0.4 0.8 0.0 0.10
H 5.14937 5.57898 7.59126 0.0 0.1 0.3 0.11
H 0.88878 4.16853 8.59879 -0.1 0.3 0.2 0.06
H 0.59313 5.97434 8.27895 -0.1 -0.3 0.0 0.07
H 2.01521 5.47069 9.24273 -0.2 -0.2 0.1 0.05
C -8.68695 8.68439 7.48507 -0.1 -0.5 0.6 -0.06
C -8.12513 7.25746 7.20562 0.6 3.4 -1.7 -0.33
O -8.86305 6.31558 7.89554 -0.6 -1.2 2.3 -0.26
S -8.13996 4.92221 8.31209 -3.3 -2.4 0.0 0.70
C -8.02377 4.39329 6.60607 0.3 -1.2 0.8 -0.13
O -6.86103 5.22528 8.88094 -0.4 -0.3 0.1 -0.28
O -9.14726 3.97012 8.97584 3.5 3.9 -2.0 -0.32
H -9.76341 8.77613 7.34045 0.1 -0.1 -0.2 0.07
H -8.16010 9.46987 6.94327 0.0 -0.3 -0.4 0.08
H -8.49674 8.93621 8.52838 -0.1 -0.2 0.2 0.08
H -8.14716 7.05110 6.13556 -0.5 -0.1 -0.2 0.11
H -7.06088 7.42117 7.37495 0.2 -1.1 0.9 0.12
H -7.80441 3.32874 6.68811 0.4 0.0 -0.3 0.07
H -7.24259 4.96392 6.10383 -0.2 -0.2 0.0 0.07
H -9.01750 4.46247 6.16357 0.2 0.3 0.1 0.08
C -1.20187 -11.08034 2.84546 2.2 0.3 -0.7 -0.06
C -1.07950 -11.27013 1.28034 -0.9 0.0 3.0 -0.23
O -2.42559 -11.70888 1.06730 -2.2 0.3 -2.6 -0.30
S -3.22462 -10.98556 -0.18995 2.6 0.4 -0.2 0.64
C -4.67087 -11.99201 -0.38592 0.8 -0.3 1.2 -0.12
O -3.56246 -9.61959 0.17085 0.0 -1.6 -0.2 -0.29
O -2.36667 -11.18902 -1.35450 -1.2 0.3 1.0 -0.31
H -0.15943 -11.03617 3.16084 0.1 0.5 0.5 0.07
H -1.61146 -11.88929 3.45038 -0.3 -0.4 -0.8 0.07
H -1.73370 -10.17162 3.12739 0.1 0.0 -0.3 0.08
H -0.80653 -10.34579 0.77124 -0.3 0.0 0.0 0.12
H -0.35144 -12.03652 1.01451 -0.3 -0.2 -0.1 0.12
H -5.28935 -11.91573 0.50837 -0.4 0.8 -0.4 0.08
H -4.38671 -13.04323 -0.33808 0.3 0.1 -0.8 0.07
H -5.02072 -11.62423 -1.35052 -0.6 -0.4 0.3 0.08
C -1.63160 1.95669 -0.88846 -1.6 0.0 -2.2 -0.09
O -1.43873 0.83039 -1.76504 -0.4 1.2 1.1 -0.20
C -1.03552 -0.27026 -0.97883 1.0 0.5 -0.8 -0.20
C -0.51958 -1.17231 -2.03885 0.8 -2.6 -1.9 -0.22
O 0.52460 -2.01834 -1.70325 2.5 -2.5 1.4 -0.15
C 0.91950 -2.93190 -2.75912 0.9 0.9 0.3 -0.19
C 2.13152 -3.83656 -2.38589 -1.5 3.1 0.5 -0.17
O 3.28427 -2.91961 -2.17410 0.0 -3.0 -0.3 -0.18
C 4.46840 -3.76150 -1.89677 -1.2 0.8 -0.1 -0.08
H -1.95046 2.76826 -1.54250 0.2 0.1 -0.2 0.08
H -0.74065 2.32350 -0.37881 -0.1 -0.6 0.5 0.09
H -2.55698 1.71116 -0.36740 0.5 0.3 1.2 0.09
H -1.80154 -0.79071 -0.40399 -0.4 0.4 0.1 0.13
H -0.28237 0.15756 -0.31713 0.4 -0.8 0.3 0.12
H -0.09632 -0.70331 -2.92709 -1.0 1.1 -0.1 0.13
H -1.21665 -1.95470 -2.33898 -1.5 0.9 -0.5 0.13
H 1.14691 -2.32762 -3.63732 0.5 0.3 -0.1 0.12
H 0.17327 -3.60089 -3.18772 -0.9 -0.1 0.8 0.12
H 2.08294 -4.59181 -3.17032 1.3 0.1 -0.4 0.12
H 1.79649 -4.34982 -1.48455 0.7 0.0 0.5 0.12
H 5.25912 -3.21748 -1.38013 -0.4 0.4 0.0 0.08
H 4.89464 -4.11832 -2.83437 -0.2 -0.3 0.0 0.08
H 4.12378 -4.56123 -1.24120 0.3 -0.3 -0.1 0.08
```
Forces are in eV/Å.

- Kohn-Sham gap: 9.5415 eV
- Strongest force on any atom: 5.6 eV Å⁻¹
- Energy above the lowest of the compared OMol25 structures with the same formula, charge and spin: 1163.6 kJ/mol
- Spin multiplicity: 1